1.
C30H78F3FeN4O12 | the ωB97M-V functional and the def2-TZVPD basis

Structure (XYZ):
```
128
Properties=species:S:1:pos:R:3:lowdin_spin:R:1
Fe -0.01492 -4.29582 -1.98494 3.98
C 1.07098 -1.26396 -0.62775 0.04
O -0.07780 -0.82076 0.08136 0.05
O 0.66530 -2.52556 -1.13800 0.66
C 1.53656 -0.12446 -1.61552 0.01
F 2.49134 -0.60490 -2.47957 0.00
F 0.56481 0.52559 -2.28408 0.00
F 2.04821 0.84589 -0.84113 0.00
C 0.08422 -0.30760 1.40781 0.00
C -1.13529 0.49054 1.75163 0.00
H -1.16704 1.42289 1.18787 0.00
H -2.08745 0.00643 1.53453 0.00
H -1.20925 0.52261 2.83864 0.00
H 0.97558 0.30896 1.52372 0.00
H 0.16866 -1.17422 2.06351 0.00
H 1.86326 -1.45529 0.09598 0.02
C -0.22149 -2.05476 -4.42644 0.01
O -0.10032 -3.02504 -3.72139 0.08
N 0.67202 -1.68697 -5.21282 0.01
N -1.27255 -1.32475 -4.58223 0.00
H 1.56645 -2.15575 -5.19436 0.00
H 0.34409 -1.19091 -6.02920 0.00
H -2.14491 -1.81158 -4.43363 0.00
H -1.40853 -0.71909 -5.37897 0.00
C -2.86881 -3.05584 -1.42364 0.02
O -1.85611 -3.69218 -1.71426 0.09
N -4.10917 -3.52092 -1.48219 0.01
N -2.80536 -1.86614 -0.94209 0.01
H -4.89227 -2.96469 -1.16998 0.00
H -4.26293 -4.51152 -1.60532 0.00
H -1.96060 -1.33441 -0.78799 0.00
H -3.65738 -1.38472 -0.69230 0.00
C -0.16775 2.45749 5.37232 0.00
C -0.88240 2.17640 6.71546 0.00
C 0.04870 2.33152 7.95425 0.00
O -2.00596 3.04329 6.85834 0.00
H 0.74463 1.92361 5.10652 0.00
H 0.07677 3.51959 5.35673 0.00
H -0.86299 2.25245 4.55825 0.00
H -1.28956 1.16888 6.63038 0.00
H -0.50612 2.15756 8.87621 0.00
H 0.28302 3.39580 7.97705 0.00
H 0.88865 1.64721 7.83464 0.00
H -2.17653 3.52834 6.04763 0.00
C 4.98633 1.64186 -2.64349 0.00
C 4.13748 2.12996 -3.89929 0.00
C 2.88296 2.94362 -3.50408 0.00
O 4.87234 2.90202 -4.73176 0.00
H 5.63054 0.87443 -3.07260 0.00
H 4.45798 1.27625 -1.76299 0.00
H 5.54372 2.49393 -2.25440 0.00
H 3.80870 1.25000 -4.45217 0.00
H 2.28744 2.22830 -2.93683 0.00
H 2.44957 3.31885 -4.43116 0.00
H 3.15684 3.82214 -2.91988 0.00
H 4.64428 3.82634 -4.60835 0.00
C 4.64672 -5.70150 1.21333 0.00
C 3.64154 -4.58596 0.97581 0.00
C 3.94963 -3.31609 1.75465 0.00
O 3.84340 -4.14055 -0.29376 0.00
H 4.55856 -6.07523 2.23345 0.00
H 5.63621 -5.24904 1.27887 0.00
H 4.71124 -6.56054 0.54551 0.00
H 2.62156 -4.96714 1.02512 0.00
H 5.01559 -3.10400 1.83746 0.00
H 3.51598 -3.53338 2.73077 0.00
H 3.49928 -2.36120 1.48357 0.00
H 4.77888 -4.19656 -0.50192 0.00
C 3.50039 4.59922 -0.25670 0.00
C 2.01281 4.84686 -0.19574 0.00
C 1.50302 4.31289 1.13457 0.00
O 1.73152 6.22453 -0.27785 0.00
H 4.00603 5.08896 -1.08892 0.00
H 3.62014 3.52315 -0.38253 0.00
H 4.09772 4.89978 0.60409 0.00
H 1.41768 4.40963 -0.99747 0.00
H 1.28853 3.24594 1.07375 0.00
H 0.56622 4.74592 1.48525 0.00
H 2.29101 4.42357 1.87950 0.00
H 2.14514 6.58886 0.50815 0.00
C -4.29479 -0.59276 6.76441 0.00
C -4.28990 -1.19108 5.34037 0.00
C -3.98729 -0.17947 4.25782 0.00
O -3.35244 -2.18075 5.25677 0.00
H -4.80025 0.37179 6.71700 0.00
H -3.28606 -0.47911 7.16147 0.00
H -4.86641 -1.13778 7.51562 0.00
H -5.18543 -1.73446 5.03891 0.00
H -4.71485 0.63204 4.24358 0.00
H -3.96334 -0.58751 3.24736 0.00
H -3.07000 0.35118 4.51292 0.00
H -3.65250 -2.80418 5.92228 0.00
C -1.41751 -3.74238 2.58709 0.00
C -2.73562 -4.64232 2.55886 0.00
C -2.87223 -5.68087 3.55217 0.00
O -3.76243 -3.71991 2.76378 0.00
H -1.33082 -3.09626 1.71352 0.00
H -0.59570 -4.45822 2.60423 0.00
H -1.27659 -3.02148 3.39241 0.00
H -2.78332 -5.06405 1.55488 0.00
H -3.20896 -5.36805 4.54053 0.00
H -1.99700 -6.30644 3.72747 0.00
H -3.55326 -6.43380 3.15545 0.00
H -3.41065 -3.26770 3.53408 0.00
C -0.30469 1.68198 -5.83823 0.00
C 0.30089 1.23166 -7.15413 0.00
C 1.82537 1.32839 -7.14231 0.00
O -0.09669 -0.03887 -7.26199 0.00
H -1.37837 1.54950 -5.70495 0.00
H -0.08134 2.71254 -5.56226 0.00
H 0.08993 1.10252 -5.00360 0.00
H -0.03515 1.77229 -8.03895 0.00
H 2.24953 0.51902 -7.73653 0.00
H 2.29157 1.12877 -6.17747 0.00
H 2.19420 2.29451 -7.48678 0.00
H -0.04959 -0.24880 -8.19757 0.00
C -1.89467 2.99208 -1.24423 0.00
C -1.90172 2.78766 -2.72620 0.00
C -2.96521 1.81184 -3.16689 0.00
O -2.19145 4.12172 -3.15799 0.00
H -1.07979 3.57508 -0.81507 0.00
H -1.94278 2.01506 -0.76339 0.00
H -2.82974 3.44316 -0.91215 0.00
H -0.95746 2.49630 -3.18618 0.00
H -2.61045 0.79080 -3.30732 0.00
H -3.38158 2.14804 -4.11646 0.00
H -3.85291 1.80684 -2.53439 0.00
H -1.39704 4.63201 -2.98449 0.00
```

Computed properties:
2S+1: 6
charge: +2
LUMO (alpha / beta): -0.3106 / -0.3793 hartree
E: -3874.29342 hartree

***

2.
C30H80F6N4O26S3Zn | the ωB97M-V functional and the def2-TZVPD basis

Structure (XYZ):
```
150
Properties=species:S:1:pos:R:3:mulliken_charge:R:1
Zn -0.27993 6.12114 2.27791 1.51
S 1.49307 8.77355 1.02933 1.24
O 1.40207 9.52584 -0.19556 -0.67
O 0.19818 8.71615 1.75209 -0.72
O 1.62137 7.32502 0.83145 -0.71
O 2.51952 9.36355 1.88942 -0.64
C 2.74809 5.45098 7.34960 0.52
F 2.74075 4.08803 7.34009 -0.23
F 1.55124 5.79305 7.75367 -0.24
F 3.63268 5.92582 8.23197 -0.22
S 2.98801 6.19631 5.56426 1.09
O 4.21109 5.62707 5.06591 -0.64
O 1.81082 5.71509 4.80529 -0.63
O 2.99701 7.69628 5.72320 -0.66
C 0.44999 0.92239 -0.06847 0.51
F -0.45514 1.34132 -0.98632 -0.24
F 0.64616 -0.39191 -0.21989 -0.19
F 1.57945 1.58986 -0.30506 -0.22
S -0.21567 1.50104 1.68138 0.84
O -0.07224 2.94816 1.73664 -0.55
O -1.57874 0.96769 1.71422 -0.58
O 0.64844 0.78824 2.66163 -0.62
C -3.81031 6.00154 2.94374 -0.60
C -3.69910 6.58074 1.52761 -0.33
O -2.54982 6.13057 0.82855 -0.38
O -2.63211 6.26828 3.68835 -0.46
H -4.09925 4.95084 2.96910 0.37
H -4.66619 6.37179 3.50808 0.38
H -3.63324 7.66121 1.65548 0.28
H -4.62055 6.36308 0.98755 0.37
H -2.70377 6.06811 -0.11697 0.19
H -2.98331 6.40550 4.57121 0.25
C -3.49413 -3.50380 1.42831 -0.33
C -2.04347 -3.70366 1.87877 -0.48
O -1.69645 -2.88707 2.96329 -0.46
O -3.60870 -2.26510 0.73325 -0.40
H -4.19851 -3.47034 2.25948 0.22
H -3.88984 -4.31110 0.81205 0.34
H -1.36168 -3.49935 1.05322 0.26
H -1.83307 -4.72447 2.19781 0.31
H -1.14575 -2.18318 2.61277 0.30
H -3.19328 -1.66556 1.35741 0.24
C -0.26534 -1.92732 7.60888 -0.36
C 1.06767 -1.13308 7.38889 -0.37
O 1.67585 -1.45881 6.06963 -0.46
O -1.30395 -1.34874 6.82549 -0.48
H -0.59630 -1.85838 8.64513 0.33
H -0.13438 -2.95376 7.26630 0.25
H 1.77316 -1.47631 8.14558 0.30
H 0.85491 -0.08167 7.58220 0.26
H 1.37166 -0.77771 5.46534 0.30
H -1.15171 -1.56088 5.90168 0.27
C 3.94620 -4.01913 2.19271 -0.24
C 4.73312 -5.27197 1.65211 -0.41
O 4.18159 -5.62059 0.34260 -0.52
O 2.89241 -4.45891 3.02243 -0.53
H 3.57745 -3.27216 1.48975 0.30
H 4.59198 -3.49486 2.89714 0.25
H 4.75458 -6.12411 2.33145 0.27
H 5.79105 -5.03051 1.54922 0.29
H 3.24377 -5.79361 0.45281 0.30
H 2.74578 -3.75709 3.66083 0.29
C -2.51439 4.44114 -4.66330 -0.37
C -3.21034 4.48954 -6.07592 -0.26
O -2.76538 5.69958 -6.71945 -0.51
O -2.91259 5.48149 -3.81150 -0.48
H -1.43286 4.37228 -4.78007 0.26
H -2.80280 3.58542 -4.05284 0.29
H -4.28011 4.69555 -6.04034 0.23
H -2.99221 3.58314 -6.64068 0.29
H -2.97711 6.40854 -6.10778 0.26
H -2.71425 6.32785 -4.21886 0.28
C -5.92427 0.03710 4.25702 -0.42
C -7.10352 -0.84094 4.35312 -0.27
O -7.34152 -1.54199 3.19110 -0.49
O -6.23753 1.27301 3.52542 -0.48
H -5.09208 -0.50927 3.81314 0.21
H -5.68472 0.37378 5.26567 0.33
H -7.99601 -0.32523 4.70753 0.21
H -6.93241 -1.58946 5.12677 0.32
H -7.18421 -0.92389 2.47361 0.29
H -6.25699 1.08437 2.58434 0.29
C 10.34713 -0.50124 2.71137 -1.50
C 9.17212 -1.24309 2.08564 0.47
C 7.90430 -0.36271 1.98576 -0.64
O 7.46615 0.02276 3.26339 -0.31
C 6.28738 0.83213 3.21089 -0.75
N 9.58335 -1.85935 0.87012 -0.57
H 10.62195 0.45597 2.26828 0.35
H 11.27160 -1.05985 2.85771 0.40
H 10.06839 -0.20082 3.72139 0.34
H 8.99780 -2.08309 2.75804 0.18
H 7.05704 -0.82142 1.47602 0.39
H 8.26244 0.48705 1.40463 0.28
H 6.53651 1.81189 2.80332 0.33
H 5.93650 1.10058 4.20735 0.28
H 5.46575 0.43433 2.61527 0.28
H 9.93066 -1.17632 0.21214 0.24
H 10.31021 -2.54627 1.01130 0.25
C 5.32154 -4.15431 -4.54931 -1.43
C 6.39176 -3.23112 -3.91725 0.42
C 5.86117 -1.85010 -3.55444 -0.43
O 5.55701 -1.05890 -4.69001 -0.34
C 4.82030 0.13307 -4.36852 -0.73
N 6.95897 -3.89701 -2.72330 -0.68
H 4.99283 -3.78067 -5.51907 0.34
H 4.48398 -4.36236 -3.88349 0.32
H 5.79185 -5.11162 -4.77392 0.37
H 7.18444 -3.15052 -4.66107 0.26
H 6.58171 -1.48812 -2.82103 0.29
H 4.91434 -1.98646 -3.03194 0.26
H 3.85772 -0.02168 -3.88110 0.31
H 4.60804 0.62645 -5.31701 0.25
H 5.43953 0.84447 -3.82211 0.32
H 6.28570 -4.15075 -2.01449 0.23
H 7.61267 -3.22403 -2.34931 0.24
C -5.97482 1.97831 -1.57166 -1.38
C -6.94237 0.92228 -2.13229 0.41
C -6.48200 0.25056 -3.42729 -0.67
O -6.31859 1.16390 -4.56294 -0.32
C -6.07667 0.48856 -5.81991 -0.78
N -7.15981 -0.04850 -1.05795 -0.59
H -6.48938 2.47199 -0.74728 0.31
H -5.70110 2.70956 -2.33222 0.35
H -5.04128 1.47967 -1.31098 0.33
H -7.92570 1.37953 -2.24224 0.27
H -7.07533 -0.58863 -3.79037 0.41
H -5.51513 -0.23004 -3.27800 0.31
H -5.24400 -0.21448 -5.84179 0.29
H -5.94460 1.21173 -6.62470 0.26
H -7.02087 -0.01609 -6.02464 0.35
H -7.81735 -0.70089 -1.46060 0.25
H -6.27894 -0.51387 -0.89176 0.22
C -3.58778 -4.87091 -7.73206 -1.30
C -3.49538 -5.87793 -6.56576 0.52
C -3.00487 -5.11603 -5.31692 -0.67
O -1.63795 -4.77807 -5.52078 -0.29
C -1.06602 -4.03279 -4.48092 -0.70
N -4.77862 -6.59318 -6.39100 -0.75
H -2.55872 -4.69180 -8.04359 0.35
H -3.94787 -3.88053 -7.45355 0.26
H -4.03060 -5.29543 -8.63306 0.39
H -2.81574 -6.71182 -6.74131 0.25
H -3.13632 -5.77239 -4.45667 0.35
H -3.64541 -4.25049 -5.14763 0.28
H -0.16355 -3.52374 -4.81934 0.25
H -0.83395 -4.63390 -3.60177 0.28
H -1.73202 -3.23590 -4.15002 0.30
H -5.60269 -6.00925 -6.39681 0.23
H -5.00494 -7.17215 -7.18704 0.25
```

Computed properties:
2S+1: 1
charge: -2
LUMO: 0.0431 hartree
E: -6939.09648 hartree